Record 1
Formula: C5H8FNO
Source: the OMol25 dataset
Level of theory: the ωB97M-V functional and the def2-TZVPD basis

Geometry as XYZ:
```
16
Properties=species:S:1:pos:R:3:mulliken_charge:R:1
C -2.280 -1.107 -0.280 -0.4709
C -2.062 0.170 -0.091 -0.3742
C -0.551 0.550 0.427 0.2342
C 0.083 1.630 -0.426 -0.4680
F 1.369 1.891 0.083 -0.2855
O 0.174 -0.657 0.756 -0.1960
N 1.097 -0.885 -0.310 -0.2629
C 1.964 -1.782 -0.201 -0.3693
H -1.339 -1.888 0.003 0.1508
H -3.411 -1.506 -0.257 0.2487
H -2.874 0.903 -0.286 0.3051
H -0.758 0.951 1.460 0.2988
H -0.538 2.514 -0.360 0.3481
H 0.160 1.127 -1.471 0.3037
H 1.906 -2.275 0.784 0.2727
H 2.533 -2.155 -1.070 0.2647
```

Properties
E_LUMO   0.04073 Eh
SMILES string   C=C[C@H](CF)ON=C
ΔE to the lowest compared entry with this formula, charge and spin   123.5 kcal per mole
Kohn-Sham gap   10.9 eV
Highest occupied orbital energy   -9.79 eV


Record 2
Formula: C4H2O2
Source: the OMol25 dataset
Level of theory: the ωB97M-V functional and the def2-TZVPD basis

Geometry as XYZ:
```
8
Properties=species:S:1:pos:R:3:mulliken_charge:R:1
C -0.010 -0.016 2.828 0.0184
C -0.879 -0.801 3.231 -0.3739
C 0.665 0.718 0.646 0.2845
C -1.245 -0.576 -0.024 -0.1623
O 0.842 0.563 1.916 -0.2327
O -0.138 0.148 -0.192 -0.1643
H 1.383 1.315 0.215 0.4255
H -1.331 -1.391 -0.723 0.2048
```

Properties
E_LUMO (spin up / spin down)   -0.06592 / -0.07965 Eh
ΔE to the lowest compared entry with this formula, charge and spin   194.5 kcal per mole
Kohn-Sham gap (spin up / spin down)   7.2 / 6.8 eV
Highest occupied orbital energy (spin up / spin down)   -9.03 / -8.94 eV


Record 3
Formula: C8H13N
Source: the OMol25 dataset
Level of theory: the ωB97M-V functional and the def2-TZVPD basis

Geometry as XYZ:
```
22
Properties=species:S:1:pos:R:3:mulliken_charge:R:1
C -0.335 -1.676 1.119 -1.1357
C -0.289 -0.346 0.426 0.4308
C 1.623 -0.686 -1.169 -0.9557
C -1.424 -0.289 -1.323 -0.6789
C -1.510 0.483 0.002 0.0250
C -0.506 1.723 0.241 -0.9012
C 0.641 0.796 0.761 -0.3491
C 1.938 0.450 -0.143 -0.7031
H 0.663 -2.153 0.966 0.3178
H -0.522 -1.532 2.196 0.3277
H -1.078 -2.350 0.647 0.2853
H 0.219 0.589 -1.243 0.3973
H 1.746 -1.668 -0.749 0.2906
H -1.931 -1.247 -1.337 0.2886
H -1.652 0.326 -2.227 0.3127
H -2.417 0.468 0.670 0.3619
H -0.807 2.412 1.048 0.3404
H -0.311 2.418 -0.624 0.3047
H 0.896 1.020 1.817 0.4503
H 2.796 0.177 0.512 0.4252
H 2.193 1.433 -0.610 0.2768
N 0.068 -0.347 -0.980 -0.1114
```

Properties
E_LUMO   0.02944 Eh
ΔE to the lowest compared entry with this formula, charge and spin   148.3 kcal per mole
Kohn-Sham gap   7.3 eV
Highest occupied orbital energy   -6.50 eV


Record 4
Formula: C4H13NO2
Source: the OMol25 dataset
Level of theory: the ωB97M-V functional and the def2-TZVPD basis

Geometry as XYZ:
```
20
Properties=species:S:1:pos:R:3:mulliken_charge:R:1
C 0.740 0.074 1.205 -1.3487
C 1.056 1.232 0.308 0.8617
C 1.322 2.561 0.979 -1.4182
C 0.966 1.165 -1.022 -0.3546
N 0.691 0.012 -1.785 -0.5990
H 1.192 0.326 2.171 0.3979
H 1.309 -0.813 0.921 0.4001
H -0.311 -0.157 1.356 0.2214
H 2.354 2.621 1.297 0.2805
H 0.649 2.628 1.841 0.3677
H 1.039 3.416 0.366 0.3917
H 1.023 2.086 -1.582 0.3716
H 1.395 -0.152 -2.497 0.2166
H 0.620 -0.841 -1.246 0.2479
O -1.931 -1.027 -0.813 -0.6594
H -2.361 -0.402 -0.209 0.3041
H -1.414 -0.467 -1.415 0.3280
O -2.067 -3.050 0.984 -0.6452
H -1.968 -2.746 0.056 0.3406
H -1.133 -3.089 1.232 0.2951
```

Properties
E_LUMO   0.02523 Eh
SMILES string   CC(C)=CN.O.O
ΔE to the lowest compared entry with this formula, charge and spin   15.6 kcal per mole
Kohn-Sham gap   9.2 eV
Highest occupied orbital energy   -8.46 eV


Record 5
Formula: C51H63AsAuBF4NO3PSb
Source: the OMol25 dataset
Level of theory: the ωB97M-V functional and the def2-TZVPD basis

Geometry as XYZ:
```
127
Properties=species:S:1:pos:R:3:mulliken_charge:R:1
Au 0.104 0.521 0.207 2.4242
C -1.815 -0.137 5.726 -0.7002
C -0.507 -0.841 5.431 -0.4052
O 0.439 0.035 4.782 -0.2186
P 0.400 0.192 3.167 -0.0841
O -0.451 1.533 2.904 -0.3055
C -0.170 2.792 3.584 0.3337
C -1.462 3.425 4.033 -1.3168
O 1.900 0.818 2.983 -0.1583
C 3.043 0.086 3.451 -0.0911
C 3.661 0.777 4.644 -1.5818
H -2.478 -0.807 6.278 0.4570
H -2.315 0.157 4.798 -0.0881
H -1.638 0.757 6.326 0.3068
H -0.680 -1.721 4.804 0.2557
H -0.028 -1.170 6.350 0.4006
H 0.332 3.438 2.866 -0.2166
H 0.501 2.607 4.423 0.3840
H -2.073 3.689 3.168 0.1292
H -1.239 4.341 4.586 0.4772
H -2.022 2.752 4.686 0.2264
H 3.753 0.046 2.620 0.1859
H 2.758 -0.939 3.706 0.4229
H 3.958 1.795 4.381 0.2881
H 4.545 0.227 4.979 0.4298
H 2.941 0.824 5.459 0.2872
C -1.148 -4.944 -3.014 -1.8084
C -0.324 -3.869 -2.365 0.6347
C 0.025 -3.949 -1.022 -0.6957
C 0.877 -3.024 -0.439 0.7447
C 1.220 -3.159 1.027 -1.7065
C 1.399 -1.988 -1.237 0.4462
As 2.867 -1.009 -0.459 1.4827
N 2.199 0.651 -0.181 0.1754
C 2.882 1.704 0.315 0.3863
C 4.300 1.709 0.509 -0.2350
C 4.914 2.825 0.989 -0.9837
C 4.157 3.983 1.280 -0.8365
C 2.778 4.006 1.091 -0.5889
C 2.139 2.885 0.618 -0.1874
C 4.325 -1.059 -1.755 0.8650
C 4.746 -0.026 -2.604 0.9231
C 4.099 1.331 -2.745 -1.7446
C 5.834 -0.280 -3.439 -1.0575
C 6.503 -1.493 -3.452 0.5640
C 7.678 -1.731 -4.362 -1.6368
C 6.058 -2.501 -2.596 -0.9729
C 4.994 -2.304 -1.738 -0.2444
C 4.574 -3.435 -0.823 -1.5307
C 0.995 -1.833 -2.575 0.1908
C 1.436 -0.682 -3.447 -1.3906
C 0.135 -2.783 -3.106 -0.4607
H -1.697 -5.525 -2.273 0.3972
H -0.493 -5.628 -3.561 0.4551
H -1.854 -4.525 -3.733 0.3798
H -0.367 -4.759 -0.415 0.3123
H 0.560 -3.881 1.507 0.5166
H 1.106 -2.207 1.547 0.1107
H 2.249 -3.509 1.167 0.1981
H 4.881 0.824 0.283 0.6590
H 5.986 2.829 1.140 0.5154
H 4.659 4.865 1.659 0.4364
H 2.193 4.895 1.296 0.5910
H 1.071 2.896 0.427 0.1962
H 3.124 1.395 -2.280 -0.2771
H 3.976 1.568 -3.802 0.6181
H 4.734 2.109 -2.311 0.4950
H 6.158 0.514 -4.104 0.4154
H 7.874 -0.865 -4.991 0.3748
H 7.494 -2.593 -5.006 0.3746
H 8.576 -1.945 -3.780 0.3535
H 6.566 -3.460 -2.593 0.4425
H 5.247 -4.283 -0.927 0.4985
H 3.565 -3.780 -1.061 0.2376
H 4.593 -3.126 0.226 0.2924
H 1.430 0.261 -2.896 0.0523
H 0.766 -0.580 -4.301 0.3823
H 2.441 -0.853 -3.838 0.4233
H -0.177 -2.676 -4.141 0.3846
C -5.739 -0.149 -0.919 -1.3879
C -5.535 0.550 0.404 0.8410
C -6.661 0.767 1.203 -0.8298
C -6.580 1.374 2.447 -0.8729
C -5.349 1.787 2.935 -0.4926
C -4.217 1.589 2.163 -0.8828
C -4.303 0.982 0.912 1.0265
Sb -2.486 0.697 -0.161 0.3631
C -2.745 1.451 -2.129 1.5610
C -1.880 0.868 -3.061 -1.5864
C -1.861 1.291 -4.378 -0.9556
C -2.691 2.335 -4.761 -0.9266
C -3.518 2.937 -3.829 -0.7170
C -3.564 2.522 -2.492 1.3636
C -4.493 3.265 -1.564 -1.6023
C -2.794 -1.447 -0.406 1.6405
C -2.958 -2.000 -1.681 -0.4134
C -3.296 -3.337 -1.846 -1.2447
C -3.442 -4.150 -0.732 -1.0110
C -3.271 -3.615 0.536 -0.5319
C -2.959 -2.265 0.726 0.3474
C -2.873 -1.742 2.142 -1.6531
H -6.740 0.059 -1.299 0.5550
H -5.650 -1.232 -0.794 0.3379
H -5.023 0.157 -1.678 0.0817
H -7.627 0.445 0.827 0.4540
H -7.479 1.526 3.033 0.3715
H -5.270 2.265 3.904 0.4986
H -3.251 1.925 2.528 0.2286
H -1.201 0.081 -2.744 0.6825
H -1.190 0.828 -5.094 0.3708
H -2.671 2.702 -5.781 0.4019
H -4.138 3.777 -4.124 0.4774
H -4.471 4.326 -1.811 0.5732
H -4.215 3.172 -0.519 -0.0265
H -5.521 2.907 -1.681 0.4021
H -2.850 -1.375 -2.561 0.3316
H -3.462 -3.736 -2.842 0.8583
H -3.691 -5.198 -0.850 0.4364
H -3.411 -4.246 1.409 0.4744
H -2.560 -2.534 2.825 0.6465
H -3.850 -1.380 2.474 0.3412
H -2.167 -0.915 2.231 -0.3442
F -2.027 5.059 -0.879 -0.2959
B -1.227 4.147 -0.219 -0.3388
F -0.317 4.743 0.681 -0.2904
F -0.487 3.365 -1.156 -0.3089
F -2.074 3.236 0.565 0.0349
```

Properties
E_LUMO (spin up / spin down)   -0.22249 / -0.21278 Eh
Total charge   +1
Kohn-Sham gap (spin up / spin down)   4.3 / 4.6 eV
Highest occupied orbital energy (spin up / spin down)   -10.37 / -10.37 eV


Record 6
Formula: C2H3IO2
Source: the OMol25 dataset
Level of theory: the ωB97M-V functional and the def2-TZVPD basis

Geometry as XYZ:
```
8
Properties=species:S:1:pos:R:3:mulliken_charge:R:1
O -0.106 -1.859 0.251 -0.3407
C -0.714 -1.225 -0.524 0.0116
I -2.266 0.195 0.077 -0.0312
H -0.917 -1.493 -1.633 0.3534
C 1.013 1.096 0.461 -0.0446
O 0.966 0.327 -0.452 -0.3705
H 1.849 1.196 1.087 0.2517
H 0.175 1.762 0.733 0.1703
```

Properties
E_LUMO   -0.00005 Eh
SMILES string   O=CI.C=O
ΔE to the lowest compared entry with this formula, charge and spin   51.6 kcal per mole
Kohn-Sham gap   9.8 eV
Highest occupied orbital energy   -9.77 eV